[1]
{
  "formula": "C35H98N7O11S",
  "method": "the ωB97M-V functional and the def2-TZVPD basis",
  "symbols": ["S", "O", "O", "O", "O", "C", "N", "C", "C", "C", "C", "O", "H", "H", "H", "H", "H", "H", "H", "H", "H", "H", "H", "H", "H", "H", "C", "N", "C", "C", "C", "C", "O", "H", "H", "H", "H", "H", "H", "H", "H", "H", "H", "H", "H", "H", "H", "C", "N", "C", "C", "C", "C", "O", "H", "H", "H", "H", "H", "H", "H", "H", "H", "H", "H", "H", "H", "H", "C", "N", "C", "C", "C", "C", "O", "H", "H", "H", "H", "H", "H", "H", "H", "H", "H", "H", "H", "H", "H", "C", "N", "C", "C", "C", "C", "O", "H", "H", "H", "H", "H", "H", "H", "H", "H", "H", "H", "H", "H", "H", "C", "N", "C", "C", "C", "C", "O", "H", "H", "H", "H", "H", "H", "H", "H", "H", "H", "H", "H", "H", "H", "C", "N", "C", "C", "C", "C", "O", "H", "H", "H", "H", "H", "H", "H", "H", "H", "H", "H", "H", "H", "H"],
  "positions_angstrom": [[0.368497, -0.168897, -0.253830], [0.583187, 1.174453, 0.277190], [-0.523033, -0.842077, 0.677260], [-0.278213, -0.080587, -1.533680], [1.596737, -0.894657, -0.368520], [1.457507, 3.688893, -4.755970], [0.931047, 2.601813, -3.823940], [-0.568463, 2.786653, -3.622240], [1.346257, 1.326973, -4.603840], [1.597987, 2.663143, -2.383580], [1.203847, 3.852633, -1.389300], [-0.028643, 3.414353, -0.796860], [0.824417, 3.463133, -5.614060], [2.536047, 3.552813, -4.835550], [1.141797, 4.658573, -4.371070], [-0.925943, 1.971863, -2.992620], [-1.074303, 2.552263, -4.558870], [-0.706523, 3.787493, -3.213140], [2.345507, 1.115323, -4.223300], [1.379517, 1.437123, -5.687750], [0.768797, 0.450593, -4.309560], [2.651927, 2.625173, -2.659030], [1.404407, 1.717163, -1.877870], [1.057547, 4.779793, -1.943450], [1.910037, 4.013803, -0.574800], [0.144897, 2.516543, -0.504590], [-4.983793, -2.486597, -2.170640], [-5.559183, -1.013467, -2.159120], [-5.269683, -0.226627, -3.385900], [-7.068823, -1.130247, -1.824630], [-4.978023, -0.328147, -0.907390], [-3.482803, 0.113713, -1.051740], [-2.579473, -0.789997, -1.674720], [-5.749913, -3.169817, -2.537200], [-4.781403, -2.810597, -1.149770], [-4.037463, -2.456387, -2.710690], [-4.241073, -0.436197, -3.679390], [-5.388093, 0.824903, -3.124450], [-5.942073, -0.619637, -4.148490], [-7.476053, -0.123637, -1.729720], [-7.155763, -1.684227, -0.889940], [-7.606263, -1.571687, -2.663910], [-5.004283, -0.982937, -0.036390], [-5.520153, 0.525273, -0.500120], [-2.990133, 0.429333, -0.132090], [-3.364653, 1.030373, -1.629550], [-1.693303, -0.421467, -1.696680], [1.312917, -1.981037, -6.494310], [0.742377, -3.256077, -5.856520], [-0.820593, -3.162197, -6.079200], [1.301787, -4.435637, -6.663500], [1.124377, -3.390827, -4.365790], [1.019297, -2.137867, -3.538840], [-0.324103, -1.757657, -3.269810], [1.099967, -1.953247, -7.562950], [2.401177, -1.979357, -6.432750], [0.809267, -1.171347, -5.966260], [-1.042343, -3.126197, -7.145800], [-1.274183, -2.275797, -5.635740], [-1.218933, -4.066877, -5.619880], [1.154927, -4.290687, -7.733790], [0.839107, -5.382267, -6.384370], [2.380107, -4.415637, -6.505580], [2.043987, -3.972547, -4.302440], [0.363677, -4.044427, -3.938900], [1.688487, -1.350517, -3.885770], [1.560417, -2.353617, -2.617570], [-0.280663, -1.277707, -2.439530], [1.711747, -3.817907, 4.354420], [1.683257, -2.214687, 4.106170], [0.221907, -1.877877, 3.500110], [1.641697, -1.487767, 5.469420], [2.878587, -1.716277, 3.207860], [3.216547, -2.560007, 1.962990], [2.123347, -2.826177, 1.149690], [1.702437, -4.191847, 3.330610], [0.938387, -4.348517, 4.909820], [2.669327, -4.001697, 4.841640], [-0.477373, -2.238687, 4.254390], [0.026107, -2.255507, 2.496530], [0.133207, -0.796317, 3.397900], [1.560567, -0.425077, 5.240890], [2.560547, -1.575857, 6.049110], [0.742597, -1.733387, 6.034570], [3.613747, -1.499647, 3.982910], [2.753817, -0.678367, 2.899190], [3.743057, -3.470217, 2.250070], [3.878707, -2.034547, 1.274850], [2.031207, -2.042627, 0.602730], [-1.270113, 2.978833, 6.062010], [-0.599743, 4.002063, 5.200280], [-1.178693, 5.344463, 5.754770], [0.932127, 3.863683, 5.189490], [-1.146863, 3.827533, 3.688790], [-0.838073, 2.455703, 2.970310], [0.501727, 2.298753, 2.541750], [-2.357513, 3.009243, 5.993220], [-0.876693, 2.956243, 7.078280], [-0.853323, 2.033423, 5.714760], [-0.523953, 6.150903, 5.424500], [-1.057603, 5.330493, 6.837930], [-2.158113, 5.589753, 5.344090], [1.503357, 4.633223, 4.670250], [1.244087, 2.942953, 4.696500], [1.056227, 3.830933, 6.271900], [-0.510303, 4.511893, 3.127950], [-2.183273, 4.162873, 3.650010], [-1.459193, 2.445993, 2.074650], [-1.105843, 1.515813, 3.453030], [0.422857, 1.880833, 1.681100], [-3.809383, 0.656773, 5.075980], [-4.364693, -0.792887, 4.788970], [-4.936323, -1.388007, 6.155680], [-5.543273, -0.627777, 3.797690], [-3.367213, -1.818027, 4.148320], [-2.939223, -1.703757, 2.630580], [-2.426093, -0.454977, 2.197280], [-3.309003, 1.047083, 4.189770], [-2.926003, 0.564963, 5.707890], [-4.588263, 1.308093, 5.472510], [-5.179713, -2.427307, 5.934950], [-5.740263, -0.735057, 6.495430], [-4.132223, -1.402687, 6.891410], [-5.702573, -1.637747, 3.419950], [-5.058843, 0.016233, 3.063750], [-6.361123, -0.152247, 4.339070], [-3.789503, -2.793257, 4.390620], [-2.580473, -1.688187, 4.891470], [-3.739233, -2.182487, 2.065860], [-2.121163, -2.384577, 2.395270], [-1.752413, -0.705997, 1.561090], [5.647127, 1.466143, -3.187280], [6.521707, 0.800093, -2.062470], [7.966377, 0.620183, -2.517200], [6.462467, 1.892263, -0.964940], [6.097297, -0.606587, -1.489780], [4.478767, -0.784217, -1.648950], [3.837337, 0.244313, -0.954240], [6.313017, 2.064473, -3.809120], [4.943627, 2.127993, -2.682150], [5.340687, 0.587843, -3.755430], [8.386337, 1.581153, -2.814330], [8.038017, -0.022197, -3.394870], [8.622367, 0.215833, -1.746310], [7.214047, 1.745143, -0.189320], [5.477787, 1.993173, -0.508520], [6.635777, 2.861133, -1.433290], [6.378647, -0.500007, -0.442120], [6.660707, -1.395767, -1.987640], [4.281137, -1.769777, -1.227380], [4.074697, -0.863097, -2.658210], [2.941087, 0.016343, -0.696610]],
  "forces_ev_per_a": [[0.0523, 0.7481, 4.2027], [0.5729, 0.1566, -0.6813], [-0.9091, -1.3016, -0.0025], [-1.5082, 1.2793, -2.9369], [1.3315, -0.3904, -1.0875], [-1.4915, -0.2826, 1.0109], [-0.0672, 0.0310, 0.6108], [0.6882, -1.1730, -0.7854], [0.1343, -0.1618, 1.9346], [0.9964, 0.3820, -0.7363], [-1.2665, -1.8798, -1.0651], [-0.0596, 1.5862, -0.7860], [0.8451, 0.5875, -0.6056], [-0.2552, 0.2301, -0.3988], [0.4388, 0.0341, 0.0273], [0.3427, 0.3981, 0.5919], [0.1295, 0.8291, -0.3361], [-0.3884, -0.3403, -0.1460], [0.2086, 0.0693, -0.3099], [-0.2874, 0.4352, 0.2634], [-0.4838, 0.3795, 0.0698], [0.1655, 0.3405, 0.2872], [-0.2542, 0.1525, -0.3466], [-0.0978, 0.0733, 0.1972], [0.5962, -0.1956, -0.4869], [0.0119, -0.3079, 0.4906], [-0.2719, 0.9563, 0.0126], [-0.2516, -1.0735, 3.0520], [-0.0109, -0.6381, 0.1692], [0.3902, 0.6759, -0.6880], [2.0457, -0.3236, 0.0886], [-0.1536, -1.2784, -1.1067], [-5.1021, -0.7560, 0.7043], [0.2266, 0.2598, -0.5552], [-0.0856, 0.3370, 0.0349], [-0.3904, -0.2817, -0.2122], [-0.0599, 0.1090, -0.0753], [-0.3416, -0.0369, -0.4845], [0.0307, 0.5290, -0.1560], [0.1512, 0.0394, 0.2048], [-0.1032, -0.0589, -0.2610], [0.2671, -0.4031, 0.1313], [-0.1505, -0.6395, -0.3970], [-0.3313, 0.3442, -0.9811], [0.0267, 0.0355, 0.9109], [0.0396, 0.6853, -0.4493], [3.4626, 1.3637, 0.3947], [-0.2269, -0.7397, 0.4788], [-0.8090, 0.8140, -1.4646], [1.0942, -0.6639, 0.3616], [0.0530, 0.4050, 0.2087], [-1.5183, -0.5567, -0.7345], [1.0589, -0.2218, 0.5673], [0.5988, -1.1197, -1.7428], [-0.4087, -0.1735, 0.1586], [-0.0635, 0.0909, 0.4642], [0.4098, 0.1640, -0.2738], [0.3713, -0.2735, 0.0134], [0.5906, -0.0492, 0.3282], [-0.1397, 0.1073, -0.1754], [-0.3412, 0.2711, 0.1395], [0.1075, 0.1765, 0.3048], [-0.0864, -0.3208, 0.1705], [0.2814, 0.6316, -0.0777], [-0.0550, -0.2674, -0.1852], [-0.4420, 0.4869, -0.6874], [-0.3333, -0.4942, 0.4502], [0.2551, 0.2137, 0.1373], [1.4568, 1.4570, -1.4338], [-2.9163, -0.8041, 0.2399], [1.6697, 0.0514, 0.5338], [0.4079, 0.6926, -1.1516], [-0.5300, 0.4765, 1.1181], [0.8171, -0.2690, 0.3988], [-0.7738, -1.0877, 0.8945], [0.1727, -0.2230, 0.1719], [-0.4827, 1.1660, 0.2409], [-0.0259, -0.0680, -0.1516], [0.1117, -0.1161, -0.2097], [0.6607, -0.5636, 0.3279], [0.2752, 0.0820, 0.2785], [0.0142, 0.0828, -0.1618], [-0.0918, -0.6432, -0.1315], [0.2970, -0.5498, -0.1148], [0.8677, -1.0690, -0.3373], [-1.3061, 0.0631, -0.1343], [-0.2517, -0.1790, -0.0471], [0.8040, 0.5617, 0.8814], [-0.5246, 0.0008, -0.3575], [1.7425, -1.4249, -0.4601], [-2.2900, 0.6323, -2.0955], [2.1593, 0.3462, -0.6910], [-1.1411, -0.2821, 1.2203], [1.9872, -0.6990, 0.6154], [-0.2429, 0.2091, 0.1005], [-0.2560, 1.0162, 1.4280], [0.2682, 0.3054, 0.0516], [-0.3764, 0.9064, 0.1673], [-0.5581, -0.3656, -0.3589], [0.0889, -0.0513, -0.2003], [-0.5591, -0.1667, -0.0888], [-0.0867, -0.6421, 0.3935], [-0.7165, 0.5367, 0.3174], [-0.5287, -0.2073, 0.2530], [1.2032, 0.1083, -0.1717], [-0.2758, 0.3520, 0.0371], [0.0715, -0.3379, 0.1647], [-0.3970, 0.4112, -0.0719], [-0.4310, 0.2626, 0.8247], [0.5330, -0.2845, -0.4685], [1.0256, -1.8532, -0.6082], [-1.3450, 0.7352, 0.0868], [1.3893, 0.2932, -1.4012], [1.9755, -0.0654, 1.0721], [0.5223, 1.4370, 1.2006], [0.1907, -0.4376, 1.2147], [-2.4955, 0.0788, 1.1497], [-0.7943, -0.0446, -0.5398], [-0.5214, -0.2487, 0.7681], [0.0404, -0.3215, -0.0197], [-0.5911, 0.2668, 0.1276], [-0.0601, -0.3212, -0.1820], [0.0517, 0.1964, -0.1050], [-0.6796, 0.2979, -0.0153], [-0.7422, -0.0043, -0.4056], [-0.1074, -0.2151, -0.4214], [-0.1476, -0.0199, -0.5183], [0.7518, -0.2374, -0.5625], [-0.5859, 0.7684, -0.4954], [-0.0541, -0.6741, 0.9253], [1.0875, 0.4486, -0.6688], [1.7204, -1.6753, 0.6318], [0.3967, 1.0679, 0.6656], [0.1549, 0.6946, -0.4718], [0.3851, -0.0416, -0.0192], [-2.7573, 1.8535, -1.0535], [1.7708, -0.5068, 0.9312], [1.1600, 1.0394, -0.0949], [0.0785, -0.0557, 0.1557], [-0.3727, -0.6815, -0.3775], [-0.7889, 0.6063, -0.2206], [-0.2095, 0.1245, 0.1361], [-0.4224, -0.1258, 0.0926], [-0.4857, -0.0597, 0.2853], [0.0280, -0.2866, -0.1962], [-0.0202, -0.7389, -0.2044], [0.4197, -0.1928, -0.2071], [-0.2284, -0.4538, -0.0363], [-0.1223, 0.2127, -0.0783], [-0.0513, -0.1719, 0.3476], [0.6520, 0.1968, -0.4918], [-0.2934, -0.5764, 0.0284]],
  "multiplicity": 2,
  "relative_energy_kcal_mol": 18.96,
  "total_charge": 6,
  "max_force_ha_per_bohr": 0.1012,
  "homo_lumo_gap_ha": [0.37544, 0.12896],
  "e_homo_ha": [-0.8057, -0.8056]
}

=====

[2]
{
  "formula": "C10H32O6",
  "method": "the ωB97M-V functional and the def2-TZVPD basis",
  "symbols": ["C", "C", "O", "H", "H", "H", "H", "H", "H", "C", "C", "O", "H", "H", "H", "H", "H", "H", "C", "C", "O", "H", "H", "H", "H", "H", "H", "C", "C", "O", "H", "H", "H", "H", "H", "H", "C", "C", "O", "H", "H", "H", "H", "H", "H", "O", "H", "H"],
  "positions_angstrom": [[-2.125714, 0.174462, -1.888076], [-3.503166, 0.764495, -1.493961], [-4.419823, 0.666802, -2.604213], [-2.234764, -0.901738, -2.032908], [-1.444116, 0.321291, -1.071772], [-1.769792, 0.703860, -2.771147], [-3.369927, 1.814819, -1.259168], [-3.945039, 0.254908, -0.630104], [-4.606708, -0.254835, -2.761147], [4.990466, -1.707809, 1.489800], [3.854215, -0.932324, 0.778844], [2.839352, -0.394490, 1.592929], [4.683731, -2.679174, 1.904093], [5.470872, -1.157975, 2.287339], [5.675282, -1.885419, 0.678715], [3.387426, -1.619941, 0.018957], [4.315744, -0.104830, 0.244090], [2.781658, -1.091838, 2.255707], [1.010194, 0.350445, -4.256082], [2.331024, 0.452993, -3.424877], [2.491914, 1.486839, -2.481816], [1.023924, 1.026372, -5.106086], [0.103992, 0.534286, -3.660835], [1.007233, -0.647845, -4.711278], [3.169211, 0.414754, -4.127512], [2.400267, -0.437642, -2.775251], [2.012280, 2.253835, -2.837549], [-0.516605, -1.703353, 2.027995], [-1.847305, -1.663973, 1.253671], [-2.636421, -2.763586, 1.730188], [-0.660999, -1.404777, 3.054152], [0.211559, -1.025018, 1.530336], [-0.064556, -2.689096, 1.971838], [-1.715170, -1.799653, 0.147127], [-2.411201, -0.727955, 1.317654], [-3.523251, -2.638020, 1.357946], [-2.508981, 1.443059, 3.376107], [-1.322783, 2.000783, 2.627895], [-1.672996, 1.847089, 1.295207], [-3.354220, 2.057287, 3.089337], [-2.415401, 1.564775, 4.488171], [-2.734506, 0.447592, 3.055719], [-0.376910, 1.438026, 2.803355], [-1.113227, 3.034472, 2.866982], [-0.845340, 1.763469, 0.768643], [0.851798, 1.313054, 0.121571], [1.047434, 1.320326, -0.819582], [1.479334, 0.781184, 0.578993]],
  "forces_ev_per_a": [[-1.3380, 0.2812, 0.4459], [0.3626, -0.6779, -0.8319], [0.2908, 0.7573, 0.4265], [0.1955, 0.0340, -0.3807], [0.5133, 0.0953, 0.4066], [-0.0409, -0.2707, -0.0577], [-0.2767, 0.1247, 0.0036], [0.2603, 0.1180, 0.0560], [-0.0307, -0.4145, -0.0256], [-1.1514, 0.0486, -0.2473], [0.6094, -0.7704, -1.0959], [0.2503, -0.5422, 0.6697], [-0.1284, 0.2302, -0.2038], [0.1263, 0.3732, 0.0404], [0.6676, -0.2904, -0.0564], [0.4461, 0.5369, 0.4874], [-0.1010, 0.0985, -0.1170], [-0.7869, 0.4044, 0.4257], [0.8601, 0.2528, 0.5234], [-0.4873, -1.8167, -0.0592], [-1.0418, 1.2199, -0.4410], [-0.0284, 0.3770, 0.0144], [0.3734, -0.2745, -0.1716], [-0.2348, 0.0951, 0.3341], [0.0632, 0.1503, 0.0753], [0.0080, 0.0025, -0.5740], [0.4506, -0.0217, 0.2800], [-0.0842, 0.8853, -1.5104], [0.2630, -0.7280, -0.7996], [-0.5258, 0.3450, -0.1386], [-0.0059, 0.0439, 0.3532], [-0.5104, -0.1852, 0.4507], [-0.2260, -0.2667, 0.1010], [0.4054, 0.0065, 0.8036], [0.3698, 0.0765, 0.4631], [0.3075, -0.2395, 0.2624], [0.1857, 1.3595, 1.5383], [0.6889, -1.1420, 0.4532], [0.4946, 0.0779, -2.0082], [-0.3394, 0.1275, -0.0659], [-0.0011, -0.4752, -0.9150], [0.0837, -0.6999, 0.1711], [-0.5024, 0.1720, 0.2919], [-0.0812, 0.4870, 0.2526], [-0.5336, 0.0649, 0.3343], [-1.4107, 0.9587, -0.4356], [0.5062, -0.1599, -0.0128], [1.0850, -0.8290, 0.4840]],
  "smiles": "CCO.CCO.CCO.CCO.CCO.O",
  "relative_energy_kcal_mol": 22.11,
  "total_charge": 0,
  "max_force_ha_per_bohr": 0.0402,
  "homo_lumo_gap_ha": 0.37076,
  "e_homo_ha": -0.3501
}